DFT (ωB97M-V with the def2-TZVPD basis set) results for C27H26F4N2O2 in the gas phase.

Geometry as XYZ:
```
61
Properties=species:S:1:pos:R:3:forces:R:3
F -1.16087 1.96044 2.44272 -1.490 0.418 -0.552
C -0.09448 1.46185 1.81587 2.199 0.501 0.205
C -0.12862 0.05830 1.33690 -0.633 -0.059 3.411
F -1.31059 -0.50707 1.91777 0.890 -0.049 -0.831
C 1.06559 -0.72220 1.96573 -0.601 -1.081 1.198
O 0.91382 -1.82053 2.47674 0.185 1.344 -0.819
C 2.28343 0.04489 2.06498 1.466 0.596 0.065
F 3.39406 -0.63882 2.43232 -0.353 0.226 -0.224
C 2.29336 1.39784 1.99669 1.462 -0.621 -0.164
F 3.44517 2.06247 2.18889 -0.823 -0.628 -0.143
C 1.08244 2.22537 1.85695 -1.744 0.465 -0.785
O 1.13446 3.47891 1.81827 0.451 -0.603 0.672
C -3.54571 5.54232 0.63277 -0.106 0.239 0.059
C -2.84651 4.31490 0.13799 -0.019 -0.356 -0.075
C -1.58707 4.41475 -0.44284 0.050 -0.263 -0.159
C -0.87344 3.28087 -0.83380 -0.239 0.053 0.588
C 0.52006 3.46371 -1.34619 0.379 0.275 -0.137
C -1.45568 2.02237 -0.61093 -0.183 0.615 0.247
N -0.68696 0.85689 -0.93245 0.076 -0.701 0.453
C -0.13993 -0.06804 -0.11728 -0.828 0.020 -2.855
N 0.41887 -1.05344 -0.85041 -0.336 0.364 0.436
C 1.01615 -2.29828 -0.46006 0.220 -0.752 -0.078
C 0.24783 -3.29683 0.17245 0.591 0.061 -0.226
C -1.21490 -3.16380 0.42038 -0.380 -0.070 0.406
C 0.89200 -4.46165 0.58281 0.013 0.373 -0.165
C 2.23912 -4.68773 0.30898 -0.139 0.187 -0.206
C 2.91965 -5.90388 0.85810 0.182 -0.258 -0.026
C 2.91927 -3.77107 -0.49577 -0.254 -0.133 0.300
C 2.33314 -2.56251 -0.87563 -0.229 -0.175 0.318
C 3.14432 -1.62897 -1.72385 0.560 0.172 -0.093
C 0.18902 -0.82324 -2.27655 0.434 -0.678 -0.554
C -0.59949 0.44851 -2.32558 -0.635 0.452 -0.438
C -2.77678 1.89544 -0.15360 0.334 0.474 0.158
C -3.46018 0.57182 -0.03685 -0.327 -0.317 0.283
C -3.44396 3.05556 0.24810 0.419 0.038 -0.273
H -4.54157 5.29292 1.00181 0.042 0.107 -0.008
H -2.98207 6.01237 1.44710 -0.083 -0.122 -0.105
H -3.64244 6.28818 -0.16350 -0.027 -0.094 0.098
H -1.12317 5.39648 -0.57642 -0.141 -0.312 0.090
H 0.85663 2.64428 -1.98631 0.044 0.159 0.117
H 0.56244 4.39797 -1.92634 0.069 -0.331 0.099
H 1.22547 3.57324 -0.50822 -0.256 -0.112 -0.157
H -1.55218 -4.08382 0.90588 -0.134 0.136 -0.170
H -1.44615 -2.35094 1.11006 0.009 -0.133 -0.203
H -1.79028 -3.03009 -0.50235 0.098 0.042 0.052
H 0.30996 -5.19736 1.13874 0.207 0.115 -0.110
H 3.94711 -5.95870 0.48863 -0.109 -0.098 0.106
H 2.94847 -5.87799 1.95603 -0.007 0.052 -0.265
H 2.39336 -6.82139 0.56661 0.107 0.163 0.050
H 3.93617 -3.99584 -0.82343 -0.215 0.140 0.194
H 4.21017 -1.86596 -1.59417 -0.321 0.149 -0.039
H 2.92457 -1.77013 -2.79271 0.034 0.088 0.254
H 3.01272 -0.57070 -1.46605 -0.069 -0.207 -0.046
H 1.13810 -0.74259 -2.81360 -0.202 -0.055 0.164
H -0.36686 -1.66775 -2.69645 0.146 0.014 0.122
H -1.60867 0.28317 -2.72108 0.111 0.159 0.068
H -0.12036 1.22691 -2.92291 -0.133 -0.071 0.069
H -4.50275 0.74144 0.25473 0.174 -0.129 -0.122
H -3.46464 0.01078 -0.97944 0.065 0.071 0.107
H -3.00624 -0.04896 0.74360 -0.132 0.103 -0.275
H -4.44434 2.96529 0.66615 0.132 0.036 -0.087
```
Forces are in eV/Å.

Output
E in a.u.: -1703.81172
Net charge: 0